1.
2 unconnected molecules or ions with the total composition C20H30Cl2F6N2O6P in a non-equilibrium geometry. Source: the Open Molecules 2025 dataset; level of theory: ωB97M-V/def2-TZVPD.

Its multiplicity is 1. The total charge is +1.

Geometry (Å):
1 C -4.0551 -4.8060 -1.3217
2 C -2.5744 -5.3973 -1.0800
3 O -1.5949 -4.4554 -1.5994
4 C -0.7027 -3.9690 -0.5866
5 C -1.1571 -2.5192 0.0202
6 N 0.0446 -1.6577 0.2967
7 C 0.5474 -0.8504 -0.8163
8 C -0.0579 -0.8621 -2.2873
9 C -0.6352 0.5554 -2.7863
10 C -1.3775 1.4128 -1.6561
11 C -1.5934 2.9514 -2.1210
12 F -0.4673 3.4338 -2.8863
13 F -2.7222 3.1011 -2.9798
14 C -1.6744 3.9573 -0.8454
15 F -1.6281 5.2791 -1.3926
16 F -0.5220 3.8552 -0.0215
17 F -2.8855 3.8529 -0.1428
18 C 1.7974 0.0832 -0.6137
19 N 2.2996 0.8482 -1.7856
20 C 2.4732 0.1704 0.7727
21 C 3.7420 1.1288 0.9162
22 C 3.3072 2.6586 0.5610
23 F 4.8430 0.6754 0.0743
24 C 1.8973 -0.7179 1.9468
25 P 2.7627 -0.5540 3.5962
26 O 2.1178 -1.2895 4.7685
27 O 2.7156 1.1199 3.9948
28 O 4.4211 -0.9766 3.4647
29 C 0.6945 -1.6168 1.6074
30 C 0.1381 -2.5661 2.7988
31 C -0.7944 -1.7845 3.8434
32 O -2.1749 -1.6204 3.4005
33 C -2.2953 -0.1995 3.1313
34 O -2.6209 0.5441 4.0688
35 H -3.9478 -3.6699 -1.4374
36 H -4.5133 -5.2638 -2.2745
37 H -4.6782 -5.0398 -0.3934
38 H -2.4700 -5.6308 0.0320
39 H -2.4327 -6.3796 -1.6631
40 H 0.3509 -3.8093 -1.0247
41 H -0.5519 -4.7042 0.2937
42 H -1.7709 -2.7548 0.9501
43 H -1.8918 -2.0181 -0.7160
44 H -0.8463 -1.6593 -2.4831
45 H 0.8241 -1.1129 -2.9926
46 H 0.2119 1.0948 -3.3234
47 H -1.4294 0.3241 -3.5940
48 H -0.8326 1.4745 -0.6563
49 H -2.4497 0.9907 -1.5659
50 H 3.3272 0.8295 -1.8185
51 H 1.9189 1.8033 -1.7903
52 H 4.1763 1.1812 1.9723
53 H 3.7713 2.9608 -0.4417
54 H 2.1635 2.7575 0.4352
55 H 3.6990 3.3876 1.3619
56 H 2.2206 1.1801 4.8442
57 H 4.5742 -1.5264 2.6632
58 H -0.4547 -3.4596 2.4136
59 H 1.0904 -3.0062 3.2826
60 H -0.8175 -2.4301 4.8017
61 H -0.3387 -0.7749 4.1396
62 H -2.0466 0.1282 2.0668
63 C 0.0750 7.1066 -3.3803
64 Cl -0.1183 7.4176 -5.1089
65 Cl 1.6032 6.2818 -3.0460
66 H 0.0615 8.0556 -2.8464
67 H -0.7462 6.4802 -3.0401

=====

2.
A molecular structure, C20H30ClIrN3O5PS2. Source: the Open Molecules 2025 dataset; level of theory: ωB97M-V/def2-TZVPD.

Its multiplicity is 1.

Geometry (Å):
1 Ir 0.0084 0.0950 0.0909
2 C -0.2149 4.7015 0.5952
3 C -0.4216 3.2837 0.1555
4 S 0.7902 2.1195 0.7107
5 C -1.4196 2.8971 -0.6604
6 C -2.4539 3.8545 -1.1713
7 S -1.5291 1.2367 -1.2227
8 H 0.6870 4.8072 1.1978
9 H -1.0608 5.0736 1.1801
10 H -0.1090 5.3622 -0.2689
11 H -2.9708 4.3443 -0.3419
12 H -3.1990 3.3383 -1.7739
13 H -2.0038 4.6374 -1.7857
14 O 0.0563 -1.2862 -3.3949
15 Cl 0.6472 -1.4726 -2.1338
16 O 1.7051 -2.4104 -2.1638
17 O -0.3550 -1.8420 -1.1159
18 O 1.1627 -0.1584 -1.6109
19 C 2.7646 -3.6748 2.6329
20 N 1.6721 -3.0315 3.3600
21 C 2.2413 -2.0400 4.2712
22 N 3.1146 -1.0557 3.6318
23 C 4.1515 -1.7715 2.8882
24 N 3.6392 -2.7427 1.9265
25 C 2.9564 -2.1061 0.8001
26 P 1.5222 -1.1170 1.4000
27 C 0.7218 -2.4167 2.4316
28 C 2.3603 -0.1779 2.7375
29 H 2.3471 -4.3853 1.9167
30 H 3.3750 -4.2233 3.3549
31 H 2.8305 -2.5735 5.0211
32 H 1.4270 -1.5162 4.7767
33 H 4.7697 -2.3130 3.6086
34 H 4.7798 -1.0467 2.3665
35 H 2.6104 -2.8636 0.0947
36 H 3.6495 -1.4566 0.2586
37 H 0.3125 -3.1837 1.7682
38 H -0.1126 -1.9742 2.9785
39 H 1.6056 0.3798 3.2983
40 H 3.0314 0.5588 2.2876
41 C -6.3756 3.9801 1.9424
42 C -5.1268 3.1771 2.1509
43 C -4.0636 3.6938 2.8855
44 C -2.8973 2.9715 3.0619
45 C -1.8007 3.5639 3.9047
46 C -2.7857 1.7052 2.4374
47 C -1.4933 1.1015 2.4666
48 O -1.1559 0.0601 1.8525
49 C -3.8846 1.1310 1.7502
50 C -3.8833 -0.2700 1.2229
51 C -5.0305 1.8945 1.6216
52 H -6.3337 4.9315 2.4689
53 H -7.2517 3.4307 2.2886
54 H -6.5204 4.1829 0.8799
55 H -4.1558 4.6738 3.3358
56 H -2.1485 4.4902 4.3578
57 H -0.9113 3.7901 3.3149
58 H -1.5007 2.8941 4.7110
59 H -0.7485 1.5588 3.1212
60 H -3.5995 -0.9803 2.0000
61 H -3.1749 -0.3744 0.4044
62 H -4.8773 -0.5240 0.8591
63 H -5.8777 1.4776 1.0910

=====

3.
C20H30ClN3O3 in the gas phase in a non-equilibrium geometry. Source: the Open Molecules 2025 dataset; level of theory: ωB97M-V/def2-TZVPD.

Its multiplicity is 1. As for the SMILES: CC[C@H](C)[C@@H](CC(=O)N[C@@]1(CO)CC[C@H](C)C1)NC(=O)c1cncc(Cl)c1.

Geometry (Å):
1 C -2.5910 -1.4768 -3.2595
2 C -2.1667 -0.8767 -1.9068
3 C -0.6577 -1.0197 -1.5564
4 C -0.2246 -2.5068 -1.5563
5 C -0.2656 -0.2870 -0.2298
6 C 1.2511 -0.4096 0.1116
7 C 1.7434 0.5183 1.2238
8 O 2.1858 1.6268 0.9343
9 N 1.6196 0.0746 2.4808
10 C 1.9806 0.7767 3.7250
11 C 3.5348 0.9024 3.8287
12 O 4.1898 -0.3618 3.9091
13 C 1.2407 2.1268 3.8679
14 C -0.1957 1.7851 4.2831
15 C -0.1024 0.4598 5.0584
16 C -0.5439 0.5916 6.5258
17 C 1.3602 -0.0097 4.9008
18 N -0.6966 1.1190 -0.2073
19 C -1.7591 1.6041 0.4500
20 O -2.6237 0.8844 0.9432
21 C -1.8444 3.1026 0.5542
22 C -3.0932 3.7349 0.6302
23 N -3.2420 5.0813 0.7382
24 C -2.1174 5.8401 0.7851
25 C -0.8342 5.2966 0.7308
26 Cl 0.5564 6.3134 0.8136
27 C -0.6969 3.9129 0.6147
28 H -3.6251 -1.2163 -3.4880
29 H -1.9710 -1.1004 -4.0740
30 H -2.5306 -2.5649 -3.2614
31 H -2.4370 0.1794 -1.9320
32 H -2.7734 -1.3104 -1.1095
33 H -0.1071 -0.5263 -2.3597
34 H -0.7328 -3.0698 -0.7725
35 H -0.4444 -2.9939 -2.5057
36 H 0.8486 -2.6243 -1.4108
37 H -0.7883 -0.8065 0.5824
38 H 1.5024 -1.4302 0.3950
39 H 1.8476 -0.1810 -0.7713
40 H 1.4058 -0.8994 2.5983
41 H 3.9285 1.4218 2.9531
42 H 3.8126 1.5113 4.6899
43 H 4.6831 -0.4125 4.7315
44 H 1.7072 2.7263 4.6504
45 H 1.2632 2.7364 2.9652
46 H -0.6459 2.5936 4.8616
47 H -0.8185 1.6514 3.3960
48 H -0.7564 -0.2713 4.5770
49 H 0.0590 1.3246 7.0631
50 H -1.5859 0.9066 6.5946
51 H -0.4565 -0.3605 7.0504
52 H 1.4080 -1.0874 4.7379
53 H 1.9195 0.1858 5.8168
54 H -0.0323 1.7867 -0.5647
55 H -4.0072 3.1550 0.6084
56 H -2.2558 6.9076 0.8744
57 H 0.2976 3.4856 0.5928

=====

4.
A molecular structure, C20H30F12FeO15P2 in a non-equilibrium geometry. Source: the Open Molecules 2025 dataset; level of theory: ωB97M-V/def2-TZVPD.

Its multiplicity is 5. Its expectation value of S² is 6.00.

Geometry (Å):
1 Fe 17.0757 -8.0803 13.0896
2 P 16.2062 -10.7321 12.0364
3 F 17.6734 -11.2563 11.8873
4 F 16.5910 -9.2050 11.4545
5 F 15.8685 -11.1912 10.5604
6 F 14.6992 -10.1113 12.2256
7 F 15.6374 -12.0618 12.6921
8 F 16.5698 -10.0707 13.5156
9 P 17.1101 -7.2642 15.8318
10 F 17.0846 -8.1669 17.1179
11 F 18.5211 -6.6289 16.1592
12 F 17.9832 -8.4591 15.0027
13 F 17.0554 -6.3999 14.3835
14 F 15.7764 -7.9753 15.2696
15 F 16.3211 -6.0864 16.5140
16 C 10.9364 -6.5944 10.8864
17 C 12.2970 -7.1692 10.6222
18 C 13.2702 -6.2067 9.9439
19 O 14.5129 -6.5040 10.5907
20 C 14.2464 -7.0493 11.7855
21 O 15.0502 -7.2353 12.6485
22 O 12.9413 -7.3042 11.9183
23 H 10.3898 -6.4586 9.9476
24 H 11.0240 -5.5887 11.2985
25 H 10.3512 -7.2325 11.5420
26 H 12.2794 -8.1386 10.1274
27 H 12.9909 -5.1610 10.0895
28 H 13.4083 -6.3709 8.8778
29 C 21.5424 -7.1789 17.8537
30 C 20.8638 -8.3002 18.6375
31 C 19.8839 -9.1731 17.8375
32 O 20.5823 -10.4147 17.7013
33 C 21.8146 -10.3264 18.2260
34 O 22.7051 -11.0914 18.0421
35 O 21.9142 -9.2185 19.0015
36 H 22.0419 -7.5966 16.9739
37 H 22.2960 -6.6997 18.4752
38 H 20.8332 -6.4374 17.4815
39 H 20.4768 -7.8574 19.5531
40 H 19.6735 -8.8424 16.8281
41 H 18.9931 -9.2562 18.4542
42 C 22.9022 -10.5475 11.7542
43 C 22.4759 -9.4923 12.7313
44 C 22.4370 -8.0439 12.1754
45 O 21.0473 -7.7799 12.0122
46 C 20.3218 -8.7474 12.6143
47 O 19.1253 -8.7585 12.6244
48 O 21.1063 -9.6705 13.1536
49 H 22.9958 -11.5222 12.2315
50 H 23.8935 -10.3094 11.3667
51 H 22.1713 -10.6108 10.9477
52 H 23.0221 -9.4764 13.6732
53 H 22.9200 -7.9625 11.2044
54 H 22.8944 -7.3610 12.8894
55 C 12.1355 -4.6470 15.2727
56 C 13.3760 -5.2235 15.9227
57 C 13.7267 -4.8051 17.3370
58 O 13.0641 -5.7716 18.1628
59 C 12.8145 -6.8752 17.4246
60 O 12.4156 -7.9153 17.8359
61 O 13.0620 -6.6356 16.1124
62 H 11.9275 -5.1664 14.3318
63 H 12.2807 -3.6078 14.9666
64 H 11.2482 -4.8622 15.8694
65 H 14.2145 -5.1553 15.2293
66 H 13.3080 -3.8231 17.5653
67 H 14.7774 -4.8441 17.5966
68 C 17.4718 -2.3513 12.8632
69 C 17.8356 -3.1542 11.6345
70 C 19.3006 -3.6767 11.6517
71 O 19.1749 -5.0846 11.5223
72 C 17.8951 -5.4346 11.6284
73 O 17.4848 -6.5563 11.6396
74 O 17.0835 -4.3698 11.5701
75 H 16.4078 -2.5043 13.0842
76 H 17.5025 -1.2735 12.6977
77 H 18.0030 -2.6079 13.7779
78 H 17.6593 -2.5412 10.7538
79 H 19.8536 -3.3305 12.5221
80 H 19.8407 -3.3055 10.7795

=====

We obtain electronic energy values of -87118.921; -82248.525; -44363.706; -137528.523 eV for the records listed above, in that order.